No. 1
Below is 2 unconnected molecules or ions with the total composition C3H7NO2 at a distorted geometry, with properties calculated with ωB97M-V/def2-TZVPD.

Last columns: bonded neighbours and bond lengths (Å).
Positions of all 13 atoms, in Å:
1 C -0.63 -0.73 1.08  N3 1.457, H4 1.112, H5 1.126, H6 1.094
2 C 1.20 0.76 1.51  N3 1.332, H7 1.171, H8 1.130
3 N 0.72 -0.27 0.82  C1 1.457, C2 1.332, H9 1.087
4 H -0.91 -1.39 0.23  C1 1.112
5 H -1.29 0.15 1.32  C1 1.126
6 H -0.57 -1.31 2.01  C1 1.094
7 H 0.74 1.10 2.54  C2 1.171
8 H 2.24 1.08 1.23  C2 1.130
9 H 0.92 -0.16 -0.25  N3 1.087
10 O 0.43 -0.10 -1.98  C11 1.289
11 C -0.69 0.14 -2.58  O10 1.289, O12 1.209, H13 1.151
12 O -1.13 -0.49 -3.51  C11 1.209
13 H -1.04 1.23 -2.42  C11 1.151

Calculated values
charge: 0
E_LUMO: -0.0810 Eh
energy relative to the best compared isomer or geometry (same formula, charge and spin): 4.036 eV
gap between HOMO and LUMO: 5.81 eV

No. 2
Below is 2 unconnected molecules or ions with the total composition H4P2S at a distorted geometry, with properties calculated with ωB97M-V/def2-TZVPD.

Last columns: bonded neighbours and bond lengths (Å).
Positions of all 7 atoms, in Å:
1 P 1.04 -1.01 -0.08  P2 2.082, H4 1.445, H5 1.526
2 P -0.35 0.54 -0.19  P1 2.082, S3 2.059
3 S -2.10 -0.47 0.19  P2 2.059, H7 1.318
4 H 1.99 0.05 -0.31  P1 1.445
5 H 1.29 -1.38 -1.54  P1 1.526
6 H 0.98 1.64 1.85  no bonds
7 H -2.85 0.61 0.08  S3 1.318

Calculated values
charge: 0
E_LUMO (spin up / spin down): -0.0242 / -0.0420 Eh
energy relative to the best compared isomer or geometry (same formula, charge and spin): 2.983 eV
gap between HOMO and LUMO (spin up / spin down): 7.24 / 8.00 eV

No. 3
Below is C30H31FNO11PS in the gas phase at a distorted geometry, with properties calculated with ωB97M-V/def2-TZVPD.

Last columns: bonded neighbours and bond lengths (Å).
Positions of all 76 atoms, in Å:
1 C 1.32 4.46 -1.34  C2 1.577, H46 1.127, H47 1.115, H48 1.127
2 C 0.35 4.00 -0.19  C1 1.577, O3 1.194, O4 1.420
3 O -0.23 4.87 0.39  C2 1.194
4 O 0.13 2.63 0.10  C2 1.420, C5 1.441
5 C -0.82 2.22 -0.90  O4 1.441, C6 1.551, H49 1.127, H50 1.135
6 C -1.07 0.70 -1.01  C5 1.551, C7 1.461, C17 1.489
7 C -0.07 -0.37 -0.97  C6 1.461, C8 1.487, C44 1.582
8 C -0.40 -1.81 -1.13  C7 1.487, C9 1.473, C24 1.556
9 C -1.80 -2.23 -1.33  C8 1.473, C10 1.572, C13 1.481
10 C -2.19 -3.74 -1.53  C9 1.572, C11 1.584, H51 1.119, H52 1.125
11 C -2.54 -4.37 -0.12  C10 1.584, F12 1.426, H53 1.120, H54 1.124
12 F -3.93 -4.66 0.01  C11 1.426
13 C -2.82 -1.16 -1.32  C9 1.481, C14 1.574, C17 1.469
14 C -4.34 -1.54 -1.49  C13 1.574, C15 1.600, H55 1.118, H56 1.124
15 C -5.14 -1.31 -0.13  C14 1.600, O16 1.432, H57 1.122, H58 1.118
16 O -4.36 -1.87 0.93  C15 1.432, H59 0.975
17 C -2.49 0.26 -1.17  C6 1.489, C13 1.469, C18 1.535
18 C -3.64 1.28 -1.18  C17 1.535, C19 1.488, C23 1.472
19 C -4.49 1.54 -2.37  C18 1.488, C20 1.454, H60 1.117
20 C -5.54 2.54 -2.20  C19 1.454, N21 1.354, H61 1.124
21 N -5.85 3.31 -1.13  C20 1.354, C22 1.361
22 C -5.09 3.09 -0.02  N21 1.361, C23 1.453, H62 1.117
23 C -4.03 2.10 -0.02  C18 1.472, C22 1.453, H63 1.122
24 C 0.76 -2.84 -1.12  C8 1.556, O25 1.202, C26 1.568
25 O 0.85 -3.77 -1.87  C24 1.202
26 C 1.89 -2.54 -0.07  C24 1.568, C27 1.462, C43 1.485
27 C 2.54 -3.62 0.68  C26 1.462, P28 1.867, C32 1.464
28 P 2.10 -5.42 0.48  C27 1.867, O29 1.480, O30 1.676, O31 1.663
29 O 2.34 -5.95 -0.88  P28 1.480
30 O 3.01 -6.29 1.58  P28 1.676, H64 0.977
31 O 0.52 -5.56 0.99  P28 1.663, H65 0.977
32 C 3.57 -3.31 1.68  C27 1.464, C33 1.463, H66 1.118
33 C 3.90 -1.90 1.88  C32 1.463, C34 1.474, H67 1.121
34 C 3.25 -0.81 1.14  C33 1.474, C35 1.558, C43 1.473
35 C 3.69 0.65 1.49  C34 1.558, C36 1.586, H68 1.124, H69 1.127
36 C 4.50 1.38 0.34  C35 1.586, C37 1.595, H70 1.125, H71 1.125
37 C 3.94 2.87 0.25  C36 1.595, C38 1.589, H72 1.126, H73 1.117
38 C 4.58 3.66 1.48  C37 1.589, S39 1.821, H74 1.125, H75 1.124
39 S 3.40 4.16 2.77  C38 1.821, O40 1.461, O41 1.465, O42 1.657
40 O 2.20 4.80 2.25  S39 1.461
41 O 4.04 5.09 3.71  S39 1.465
42 O 2.91 2.87 3.69  S39 1.657, H76 0.980
43 C 2.22 -1.11 0.12  C26 1.485, C34 1.473, C44 1.572
44 C 1.47 -0.06 -0.76  C7 1.582, C43 1.572, O45 1.207
45 O 1.98 0.90 -1.30  C44 1.207
46 H 0.69 5.06 -2.05  C1 1.127
47 H 2.14 5.13 -0.98  C1 1.115
48 H 1.70 3.59 -1.95  C1 1.127
49 H -1.76 2.81 -0.69  C5 1.127
50 H -0.48 2.57 -1.92  C5 1.135
51 H -1.34 -4.34 -1.94  C10 1.119
52 H -3.03 -3.86 -2.26  C10 1.125
53 H -2.28 -3.62 0.68  C11 1.120
54 H -2.00 -5.34 0.07  C11 1.124
55 H -4.79 -1.00 -2.36  C14 1.118
56 H -4.47 -2.64 -1.72  C14 1.124
57 H -5.40 -0.23 0.03  C15 1.122
58 H -6.11 -1.88 -0.18  C15 1.118
59 H -3.71 -1.20 1.22  O16 0.975
60 H -4.32 0.99 -3.32  C19 1.117
61 H -6.19 2.70 -3.10  C20 1.124
62 H -5.31 3.67 0.91  C22 1.117
63 H -3.46 1.95 0.93  C23 1.122
64 H 3.75 -6.64 1.04  O30 0.977
65 H 0.50 -5.82 1.93  O31 0.977
66 H 4.08 -4.13 2.25  C32 1.118
67 H 4.70 -1.70 2.64  C33 1.121
68 H 2.76 1.22 1.74  C35 1.124
69 H 4.39 0.56 2.37  C35 1.127
70 H 4.36 0.84 -0.64  C36 1.125
71 H 5.61 1.41 0.52  C36 1.125
72 H 2.82 2.82 0.30  C37 1.126
73 H 4.19 3.33 -0.74  C37 1.117
74 H 5.01 4.61 1.06  C38 1.125
75 H 5.42 3.09 1.95  C38 1.124
76 H 1.94 2.91 3.78  O42 0.980

Calculated values
charge: 0
E_LUMO: -0.0453 Eh
gap between HOMO and LUMO: 8.33 eV

Short version: E = -8806.493 -29473.758 -78464.177 eV, in the order given.
Short version: molecular weight = 89.1 98.0 663.6 g/mol, in the order given.